# BrHN2O2

A cluster of 2 separate species, BrHN2O2 in total at a distorted geometry (wB97M-V/def2-TZVPD, OMol25).

The geometry in ORCA input format:
```
! RIJCOSX wB97M-V def2-TZVPD def2/J DEFGRID3
* xyz 0 1
N 0.83 1.72 0.82
N 0.40 1.68 -0.20
O 1.18 1.67 1.90
O -1.68 -1.33 0.02
Br -0.99 -1.49 -1.44
H 0.26 -2.25 -1.09
*
```

Results
- ΔE to the lowest compared entry with this formula, charge and spin (kcal per mole) = 8.5
- HOMO-LUMO gap (hartree) = 0.3446

---

# C12H24NO4P2Pm

A structure of composition C12H24NO4P2Pm at a distorted geometry (wB97M-V/def2-TZVPD, OMol25).

The geometry in ORCA input format:
```
! RIJCOSX wB97M-V def2-TZVPD def2/J DEFGRID3
* xyz 2 5
Pm -0.30 -0.24 -0.96
P -1.59 2.22 -0.67
C 0.08 2.73 -0.33
C 0.96 2.17 0.66
N 0.83 0.81 0.88
C 1.31 0.22 1.99
C 1.97 0.96 2.97
C 2.29 2.29 2.70
C 1.89 2.88 1.49
C 0.99 -1.22 2.21
P 0.46 -2.30 0.71
H 2.20 3.88 1.21
H 2.19 0.48 3.92
H 2.84 2.88 3.44
H 1.84 -1.75 2.65
H 0.11 -1.31 2.87
H 1.21 1.67 -2.91
H 0.38 3.59 -0.92
H 1.39 -4.17 -3.16
O 0.77 0.81 -2.91
H 1.09 0.31 -3.69
H -2.75 -0.27 -1.56
O 0.99 -3.61 -2.51
H 0.04 -3.82 -2.51
C 2.10 -3.06 0.45
H 2.25 -3.79 1.26
H 2.14 -3.54 -0.53
H 2.87 -2.28 0.52
C -0.38 -3.61 1.68
H -1.09 -4.15 1.04
H 0.37 -4.32 2.06
H -0.92 -3.17 2.53
C -2.23 3.26 0.69
H -2.14 4.30 0.33
H -3.25 2.95 0.91
H -1.57 3.13 1.56
C -1.96 3.22 -2.18
H -3.00 3.07 -2.51
H -1.81 4.28 -1.92
H -1.28 2.94 -3.00
O -2.31 -3.22 -1.86
C -2.89 -2.20 -2.13
O -2.23 -0.99 -1.93
H -3.88 -1.99 -2.53
*
```

Results
- ΔE to the lowest compared entry with this formula, charge and spin (kcal per mole) = 19.7
- HOMO-LUMO gap (alpha / beta) (hartree) = 0.2173 / 0.2300

---

# C16H22CoN3OS

A structure of composition C16H22CoN3OS at a distorted geometry (wB97M-V/def2-TZVPD, OMol25).

The geometry in ORCA input format:
```
! RIJCOSX wB97M-V def2-TZVPD def2/J DEFGRID3
* xyz 1 2
Co -2.16 -0.01 0.51
C -3.20 0.68 3.24
C -4.30 0.85 2.19
N -4.15 -0.08 1.06
C -4.52 -1.49 1.29
C -3.40 -2.28 1.96
N -2.09 -1.95 1.37
C -1.01 -1.90 2.37
C -1.06 -0.60 3.22
N -1.89 0.45 2.61
H -3.19 1.57 3.87
H -3.44 -0.17 3.89
H -5.27 0.75 2.68
H -4.24 1.86 1.78
H -4.74 0.27 0.31
H -5.43 -1.57 1.90
H -4.72 -1.92 0.31
H -3.36 -2.05 3.02
H -3.62 -3.34 1.86
H -1.84 -2.64 0.68
H -1.05 -2.76 3.03
H -0.06 -1.94 1.83
H -1.41 -0.83 4.22
H -0.04 -0.23 3.31
H -1.37 1.32 2.61
C 7.47 0.01 -3.98
C 6.22 0.34 -3.22
O 5.86 -0.16 -2.20
S 5.25 1.59 -4.12
C 3.69 1.58 -3.30
C 3.58 1.67 -1.91
C 2.35 1.50 -1.31
C 1.20 1.29 -2.08
C 1.30 1.33 -3.47
C 2.54 1.45 -4.08
C 0.00 0.98 -1.41
C -1.00 0.65 -0.77
H 8.21 -0.41 -3.30
H 7.87 0.90 -4.48
H 7.22 -0.73 -4.73
H 4.46 1.86 -1.32
H 2.27 1.51 -0.23
H 0.41 1.22 -4.08
H 2.62 1.43 -5.16
*
```

Results
- ΔE to the lowest compared entry with this formula, charge and spin (kcal per mole) = 7.9
- HOMO-LUMO gap (alpha / beta) (hartree) = 0.2193 / 0.2578

---

# C43H109N7O14

A cluster of 8 separate species, C43H109N7O14 in total at a distorted geometry (wB97M-V/def2-TZVPD, OMol25).

The geometry in ORCA input format:
```
! RIJCOSX wB97M-V def2-TZVPD def2/J DEFGRID3
* xyz 0 1
C 10.78 -8.32 3.22
O 12.09 -8.62 2.86
C 12.25 -9.82 2.14
C 12.27 -11.09 3.01
C 13.33 -11.05 4.12
N 12.45 -12.22 2.10
H 10.26 -7.64 2.53
H 10.75 -7.81 4.19
H 10.17 -9.23 3.26
H 11.42 -9.96 1.45
H 13.24 -9.78 1.68
H 11.30 -11.22 3.50
H 14.32 -11.34 3.74
H 13.07 -11.72 4.94
H 13.50 -10.04 4.51
H 13.42 -12.25 1.81
H 12.25 -13.08 2.61
C 16.23 -23.75 5.91
O 15.80 -22.42 5.73
C 16.78 -21.64 5.06
C 16.52 -20.18 5.33
N 15.23 -19.78 4.73
C 14.88 -18.45 5.20
C 13.42 -18.12 4.97
O 12.62 -19.06 5.64
C 11.25 -18.81 5.45
H 17.10 -23.84 6.57
H 16.47 -24.24 4.96
H 15.36 -24.28 6.30
H 16.70 -21.87 3.99
H 17.80 -21.98 5.26
H 17.35 -19.52 5.09
H 16.42 -20.09 6.43
H 14.58 -20.40 5.21
H 15.53 -17.69 4.78
H 14.96 -18.34 6.30
H 13.24 -18.13 3.88
H 13.19 -17.11 5.33
H 11.02 -19.00 4.39
H 10.94 -17.77 5.62
H 10.66 -19.44 6.10
C 10.85 -16.66 8.28
O 10.38 -15.69 7.37
C 9.30 -14.92 7.91
C 8.73 -14.06 6.81
N 7.91 -14.90 5.94
C 7.23 -14.14 4.90
C 6.23 -15.01 4.18
O 6.96 -15.97 3.45
C 6.16 -17.06 3.03
H 11.79 -17.01 7.85
H 10.11 -17.46 8.37
H 11.15 -16.24 9.25
H 9.68 -14.34 8.77
H 8.58 -15.60 8.38
H 9.57 -13.62 6.25
H 8.18 -13.26 7.31
H 8.55 -15.62 5.62
H 7.98 -13.79 4.17
H 6.75 -13.27 5.35
H 5.60 -14.40 3.51
H 5.51 -15.44 4.89
H 6.79 -17.69 2.42
H 5.30 -16.65 2.49
H 5.81 -17.64 3.89
C 13.26 -12.12 13.36
O 13.83 -13.43 13.36
C 13.73 -14.06 12.09
C 14.52 -15.34 12.19
N 13.97 -16.36 13.09
C 15.00 -17.38 13.35
C 14.49 -18.39 14.37
O 13.63 -19.40 13.94
C 12.46 -19.00 13.25
H 13.16 -11.85 14.41
H 12.31 -12.13 12.82
H 13.92 -11.43 12.83
H 14.15 -13.45 11.27
H 12.67 -14.18 11.83
H 15.54 -15.09 12.51
H 14.60 -15.83 11.21
H 13.75 -15.95 13.99
H 15.91 -16.97 13.81
H 15.25 -17.80 12.38
H 14.04 -17.83 15.22
H 15.33 -18.89 14.86
H 11.90 -19.92 13.08
H 12.69 -18.46 12.34
H 11.85 -18.37 13.90
C 14.52 -7.35 11.71
O 14.24 -8.58 11.08
C 14.14 -8.48 9.66
C 13.88 -9.85 9.07
N 15.04 -10.68 8.90
C 15.81 -10.93 10.10
C 17.08 -11.72 9.76
O 17.87 -11.99 10.88
C 17.33 -12.95 11.73
H 14.34 -7.45 12.77
H 13.94 -6.53 11.28
H 15.59 -7.14 11.56
H 15.08 -8.02 9.32
H 13.35 -7.75 9.43
H 13.42 -9.65 8.10
H 13.15 -10.28 9.78
H 14.83 -11.54 8.42
H 15.22 -11.52 10.82
H 16.06 -10.01 10.62
H 17.67 -11.11 9.08
H 16.83 -12.65 9.24
H 16.34 -12.74 12.15
H 17.99 -13.11 12.58
H 17.23 -13.89 11.17
C 14.42 -15.11 2.66
O 15.60 -15.32 3.43
C 16.21 -14.11 3.83
C 17.37 -14.53 4.72
N 16.84 -15.04 5.98
C 17.89 -15.57 6.82
C 17.38 -16.27 8.07
O 16.32 -17.13 7.80
C 15.69 -17.60 8.96
H 13.64 -14.72 3.32
H 14.10 -16.11 2.37
H 14.66 -14.50 1.79
H 15.50 -13.49 4.40
H 16.61 -13.53 2.99
H 18.07 -13.71 4.87
H 17.95 -15.30 4.20
H 16.20 -15.79 5.71
H 18.62 -14.81 7.11
H 18.53 -16.29 6.27
H 17.03 -15.44 8.71
H 18.19 -16.74 8.64
H 14.65 -17.85 8.79
H 15.65 -16.81 9.72
H 16.24 -18.41 9.45
C 10.85 -15.57 3.77
O 10.66 -14.88 2.55
C 10.86 -15.76 1.44
C 10.85 -15.03 0.12
N 12.13 -14.29 -0.08
C 12.21 -13.69 -1.43
C 11.60 -12.32 -1.55
O 10.29 -12.45 -2.09
C 9.63 -11.20 -2.17
H 10.73 -14.91 4.62
H 11.78 -16.15 3.81
H 10.04 -16.32 3.80
H 10.01 -16.46 1.51
H 11.82 -16.28 1.50
H 10.05 -14.28 0.10
H 10.69 -15.71 -0.71
H 12.04 -13.56 0.62
H 11.85 -14.37 -2.20
H 13.29 -13.68 -1.63
H 12.20 -11.72 -2.27
H 11.65 -11.66 -0.67
H 9.78 -10.63 -1.25
H 8.57 -11.40 -2.27
H 9.92 -10.65 -3.07
C 12.83 -13.40 8.70
C 13.78 -14.28 7.88
C 13.17 -14.61 6.51
O 14.96 -13.48 7.73
H 11.84 -13.85 8.84
H 12.64 -12.46 8.18
H 13.29 -13.12 9.64
H 14.03 -15.19 8.43
H 12.70 -13.74 6.04
H 12.42 -15.40 6.56
H 14.01 -14.87 5.86
H 15.56 -14.00 7.16
*
```

Results
- ΔE to the lowest compared entry with this formula, charge and spin (kcal per mole) = 0.0
- HOMO-LUMO gap (hartree) = 0.3228
- SMILES string = COC[C@H](C)N.COCCNCCOC.COCCNCCOC.COCCNCCOC.COCCNCCOC.COCCNCCOC.COCCNCCOC.CC(C)O

---

# C4H7NO

The molecule C4H7NO (wB97M-V/def2-TZVPD, OMol25).

The geometry in ORCA input format:
```
! RIJCOSX wB97M-V def2-TZVPD def2/J DEFGRID3
* xyz 0 1
C 0.59 2.22 -0.12
N 0.86 1.18 -0.79
C 1.10 -0.04 -0.03
C 0.01 -1.05 -0.27
C -1.16 -0.98 0.36
O -2.23 -1.80 0.21
H 0.54 2.24 0.98
H 0.38 3.15 -0.65
H 1.18 0.17 1.05
H 2.06 -0.45 -0.35
H 0.17 -1.82 -1.03
H -1.37 -0.20 1.10
H -2.02 -2.47 -0.45
*
```

Results
- ΔE to the lowest compared entry with this formula, charge and spin (kcal per mole) = 51.0
- HOMO-LUMO gap (hartree) = 0.3646
- SMILES string = C=NC/C=C/O

---

# C10H17NRu

A structure of composition C10H17NRu at a distorted geometry (wB97M-V/def2-TZVPD, OMol25).

The geometry in ORCA input format:
```
! RIJCOSX wB97M-V def2-TZVPD def2/J DEFGRID3
* xyz 2 5
Ru -0.42 0.40 -0.16
C -1.99 1.60 0.25
H -2.71 1.25 0.99
H -1.53 2.55 0.57
H -2.48 1.76 -0.72
H 1.05 0.25 -1.09
H 0.84 1.05 -1.17
C -1.55 -2.00 -0.70
N -1.19 -1.44 0.62
C -2.36 -1.24 1.50
C -0.11 -2.21 1.36
C 0.99 -1.28 1.75
C 2.06 -1.73 2.55
C 3.15 -0.90 2.82
C 3.18 0.40 2.29
C 2.11 0.87 1.51
C 1.01 0.03 1.25
H -2.53 -2.47 -0.68
H -0.78 -2.72 -1.01
H -1.55 -1.13 -1.40
H -2.64 -2.20 1.94
H -2.07 -0.54 2.29
H -3.19 -0.82 0.92
H 0.23 -3.02 0.70
H -0.60 -2.68 2.23
H 2.01 -2.76 2.91
H 3.98 -1.27 3.43
H 4.04 1.04 2.48
H 2.12 1.86 1.05
*
```

Results
- HOMO-LUMO gap (alpha / beta) (hartree) = 0.2805 / 0.2086

---

# C3H5NO

The molecule C3H5NO at a distorted geometry (wB97M-V/def2-TZVPD, OMol25).

The geometry in ORCA input format:
```
! RIJCOSX wB97M-V def2-TZVPD def2/J DEFGRID3
* xyz 0 1
N 1.34 -0.80 -0.01
C 1.19 0.50 0.04
C -0.13 1.17 -0.18
C -1.22 0.30 0.13
O -1.31 -0.98 -0.09
H 0.37 -1.21 -0.05
H 2.03 -1.42 0.23
H 1.99 1.09 0.18
H -0.09 2.35 -0.06
H -2.23 0.85 0.52
*
```

Results
- ΔE to the lowest compared entry with this formula, charge and spin (kcal per mole) = 42.1
- HOMO-LUMO gap (hartree) = 0.3413
- SMILES string = N/C=C\C=O

---

# H12O6

A cluster of 6 separate species, H12O6 in total at a distorted geometry (wB97M-V/def2-TZVPD, OMol25).

The geometry in ORCA input format:
```
! RIJCOSX wB97M-V def2-TZVPD def2/J DEFGRID3
* xyz 0 1
O 0.51 2.70 -1.06
H 1.38 3.06 -1.24
H 0.71 1.84 -1.28
O 2.83 -0.19 -0.33
H 2.29 0.16 0.41
H 2.12 -0.85 -0.56
O 0.21 -0.64 1.59
H -0.34 -1.43 1.39
H 0.64 -0.80 2.47
O -1.36 0.98 0.30
H -0.92 0.61 1.09
H -0.93 1.82 0.11
O -2.23 -1.85 0.53
H -1.85 -1.41 -0.23
H -2.82 -2.53 0.31
O 0.23 -0.58 -1.02
H -0.50 0.01 -0.56
H 0.04 -0.88 -1.89
*
```

Results
- ΔE to the lowest compared entry with this formula, charge and spin (kcal per mole) = 33.3
- HOMO-LUMO gap (hartree) = 0.4005
- SMILES string = O.O.O.O.O.O